[1]
Computed, not measured: a 5-piece molecular cluster, C37H41N6O17S2 overall in a non-equilibrium geometry, with ωB97M-V/def2-TZVPD.

Geometry as XYZ:
```
103
Properties=species:S:1:pos:R:3:forces:R:3
N -4.82361 3.20197 -2.36764 0.76 -1.04 -0.69
C -3.57025 2.85950 -3.15096 -1.02 0.84 0.61
N -2.42722 3.09329 -2.22167 -0.69 -0.05 -0.87
N -3.54784 3.75294 -4.35021 0.63 -1.30 1.01
C -3.68327 1.34557 -3.70107 -0.41 0.43 -0.58
N -2.66768 0.39893 -3.15356 1.30 -2.46 1.52
C -3.15920 -0.66420 -2.26398 4.63 -2.07 0.81
C -1.95231 -1.51140 -1.81915 -2.89 4.99 -3.38
N -0.87643 -0.81315 -2.53300 -1.37 0.27 -0.11
C -1.23224 0.32422 -3.33861 -2.93 -1.96 2.09
C -0.34501 1.27279 -4.26439 -0.09 -0.79 0.36
C 0.54389 2.35321 -3.47860 0.61 0.84 -0.24
C 1.46516 1.74847 -2.30663 -0.63 -0.49 -0.77
S 1.88173 2.98335 -0.97741 -0.52 -0.13 0.06
C 0.30576 3.68999 -0.23671 -0.88 -0.68 0.09
S -0.15048 5.21342 -0.75256 0.58 -1.62 1.04
N -0.37475 2.86585 0.76000 -0.84 1.41 -2.35
C -1.56245 3.54033 1.35813 -0.65 0.27 1.93
C -2.46469 2.53571 2.28482 -0.81 0.22 -0.99
O -1.88147 1.20769 2.41305 -1.11 1.17 -1.86
C -1.81120 0.70542 1.06032 1.22 -0.48 -0.31
C -0.67109 1.49355 0.24761 1.29 -2.02 -0.23
H -5.63427 2.89310 -2.92580 0.31 0.37 0.48
H -4.80406 2.64420 -1.48832 -0.21 0.56 -0.87
H -2.66181 2.76128 -1.27448 0.13 0.29 -0.59
H -2.31433 4.12172 -2.16494 -0.01 -0.88 0.17
H -2.79425 3.41774 -4.97244 -0.51 0.67 0.44
H -3.39627 4.73590 -4.08617 -0.08 -0.67 -0.14
H -3.67211 1.35191 -4.84904 0.18 -0.11 1.69
H -4.71558 0.94623 -3.37606 1.86 0.49 -0.60
H -4.22864 -0.89917 -1.94453 1.67 0.93 -0.91
H -1.88535 -2.43975 -1.15500 0.21 1.74 -1.28
H 0.07225 -1.19230 -2.41801 -0.48 0.72 -0.46
H -1.06647 1.77126 -5.01774 1.20 -0.82 1.30
H 0.36513 0.58191 -4.85710 -1.21 1.02 0.88
H -0.06461 3.25081 -3.09583 0.69 -1.75 -0.52
H 1.27251 2.79927 -4.26194 -1.29 -0.79 1.14
H 2.46684 1.44884 -2.80177 -1.46 0.47 1.24
H 0.99475 0.84197 -1.79021 0.72 1.20 -0.91
H -2.29157 3.99860 0.60619 1.26 -0.38 0.80
H -1.16980 4.34891 2.08208 -0.62 -1.03 -1.53
H -3.46754 2.38183 1.71925 1.42 0.33 0.98
H -2.73799 2.98868 3.29445 0.84 -0.81 -1.28
H -1.51472 -0.40410 1.12805 -0.38 1.78 -0.10
H -2.79273 0.76055 0.47441 0.91 0.16 1.15
H 0.30332 0.88311 0.37504 -1.54 1.02 -0.14
H -0.91225 1.45650 -0.87575 0.07 0.38 1.58
C 2.67309 0.09621 -7.94942 -0.36 0.40 0.23
C 2.87524 -0.98413 -8.70847 1.52 -0.33 0.35
C 1.79592 -1.53599 -9.57712 -0.59 -0.32 -0.52
O 2.02040 -2.51101 -10.27021 0.24 0.28 0.36
C 0.48773 -0.87139 -9.55424 0.14 -0.20 -0.07
C 0.28621 0.20569 -8.79306 -1.18 0.12 -0.39
C 1.37334 0.77301 -7.94586 0.78 0.06 0.24
O 1.15709 1.77169 -7.27496 -0.40 -0.20 -0.03
O -0.92475 0.83227 -8.75987 1.16 -0.13 0.47
O 4.07501 -1.62388 -8.72003 -1.49 0.26 -0.37
H 3.44805 0.50808 -7.31648 0.00 0.00 -0.06
H -0.29217 -1.29157 -10.17519 0.03 0.03 0.00
H -0.81292 1.57939 -8.14076 0.00 -0.05 -0.22
H 3.96728 -2.36811 -9.34530 0.12 0.08 0.07
C 2.27263 -1.51825 3.48971 -0.27 0.28 -0.29
C 2.63147 -2.16437 4.60089 1.26 -0.54 -0.43
C 1.77326 -2.14809 5.82028 -0.61 0.13 0.66
O 2.12377 -2.76542 6.81109 0.25 0.03 -0.44
C 0.52791 -1.37418 5.77484 0.32 -0.32 0.14
C 0.17022 -0.72426 4.66364 -1.29 0.62 0.57
C 1.01704 -0.76486 3.43608 0.59 -0.20 -0.20
O 0.65389 -0.17593 2.42965 -0.08 -0.13 0.13
O -0.98494 0.00114 4.61091 1.53 -0.75 -0.54
O 3.79677 -2.86633 4.66516 -1.21 0.49 0.46
H 2.88475 -1.52369 2.59731 -0.02 -0.02 0.06
H -0.07724 -1.35586 6.67257 0.04 0.04 -0.07
H -1.02627 0.37952 3.70228 -0.27 0.10 0.31
H 3.82514 -3.24043 5.56825 0.04 0.02 -0.12
C -2.99864 -2.10233 8.83407 0.34 0.29 -0.13
C -4.08595 -2.33448 9.57293 -0.31 -1.34 -0.52
C -4.58506 -1.33165 10.55712 -0.21 0.61 0.56
O -5.59166 -1.56918 11.20103 0.23 -0.26 -0.34
C -3.82761 -0.08520 10.71275 -0.27 -0.22 0.06
C -2.73860 0.14490 9.97623 0.29 1.24 0.54
C -2.25598 -0.84609 8.97312 0.07 -0.66 -0.42
O -1.26673 -0.59394 8.30412 -0.20 0.28 0.36
O -2.02395 1.29683 10.11198 -0.25 -1.23 -0.59
O -4.78427 -3.49720 9.45660 0.27 1.31 0.52
H -2.62733 -2.82049 8.11504 -0.02 0.02 0.03
H -4.18975 0.62647 11.44250 0.02 -0.02 -0.03
H -1.28902 1.22370 9.47197 -0.09 0.08 0.13
H -5.52293 -3.42138 10.09265 0.08 -0.07 -0.10
C 7.07479 -2.80445 -1.14966 -0.30 0.37 -0.04
C 7.29687 -3.99425 -0.58542 1.29 -0.33 -0.67
C 6.34806 -4.57094 0.40981 -0.42 -0.31 0.53
O 6.57160 -5.66699 0.89073 0.18 0.30 -0.31
C 5.16895 -3.77722 0.77588 0.07 -0.20 0.03
C 4.95048 -2.58746 0.21400 -0.93 0.07 0.66
C 5.88434 -2.02361 -0.80085 0.67 0.17 -0.51
O 5.64080 -0.93972 -1.30678 -0.35 -0.19 0.28
O 3.86024 -1.83639 0.54590 0.93 -0.13 -0.76
O 8.39870 -4.72921 -0.89745 -1.29 0.28 0.69
H 7.75371 -2.37555 -1.87465 -0.02 -0.02 0.03
H 4.49736 -4.19843 1.51232 0.03 0.01 0.01
H 3.92966 -1.02509 0.00453 0.03 -0.07 0.14
H 8.32874 -5.54367 -0.36118 0.09 0.08 -0.11
```
Forces are in eV/Å.

The value obtained for the total energy is -3838.084708 Eh. The value obtained for the orbital gap is 7.10 eV. The largest force on an atom comes out at 0.1301 hartree/bohr. The net charge is +1. Its HOMO energy is -10.829 eV.

Results of the Löwdin charge analysis, in e, for atoms 1 through 2:
1. N 0.05
2. C -0.58

***

[2]
Computed, not measured: C37H42AsN3O3OsSSi2 as an isolated structure in a non-equilibrium geometry, with ωB97M-V/def2-TZVPD.

Geometry as XYZ:
```
90
Properties=species:S:1:pos:R:3:forces:R:3
Os -0.31383 1.39098 0.39267 -0.32 -0.30 0.91
N -0.53742 -0.19818 1.71535 0.08 -0.01 -0.11
C 0.04625 0.06389 3.00310 0.10 0.02 0.04
C -0.70204 -0.15328 4.14934 0.05 -0.01 -0.02
C -0.17052 0.14637 5.39123 -0.02 0.00 0.01
C 1.11033 0.67091 5.47403 0.00 0.00 0.05
C 1.85801 0.86339 4.32555 0.00 0.02 -0.08
C 1.35822 0.54994 3.05973 -0.16 0.03 0.05
C 2.21471 0.67940 1.84781 -0.05 -0.12 -0.05
C 3.56763 0.36419 1.97911 0.00 -0.05 -0.02
C 4.42655 0.43435 0.89706 0.00 0.01 -0.01
C 3.94371 0.81887 -0.34589 0.02 -0.04 0.03
C 2.60250 1.12015 -0.48770 -0.05 -0.01 -0.05
C 1.70693 1.03786 0.58182 0.12 0.68 -0.04
H -1.49083 -0.54358 1.80199 0.03 -0.02 -0.02
H -0.02306 -0.96339 1.19303 -0.12 -0.12 -0.03
H -1.70115 -0.56531 4.06431 0.00 -0.01 -0.01
H -0.75464 -0.02529 6.28542 0.00 -0.01 0.01
H 1.53303 0.92414 6.43715 0.00 0.01 0.01
H 2.85392 1.27857 4.40266 0.02 0.00 0.00
H 3.94558 0.01952 2.93282 0.01 0.01 0.02
H 5.47003 0.17622 1.02270 0.00 -0.01 0.00
H 4.60820 0.87073 -1.19883 0.00 -0.01 -0.01
H 2.24027 1.41100 -1.46594 0.03 0.03 0.01
C -0.75317 -5.63778 0.57324 0.11 0.03 0.08
Si 0.52796 -4.36041 1.13062 0.00 -0.02 0.02
C 2.15955 -5.27447 1.41434 -0.16 -0.01 0.08
C -0.02895 -3.70248 2.82465 0.04 -0.09 -0.10
As 0.69432 -2.51811 -0.23690 0.19 0.02 0.24
Si 0.78792 -3.53226 -2.28507 -0.14 -0.12 0.02
C 1.98570 -4.98448 -2.39194 -0.08 0.11 -0.05
C -0.89095 -4.09621 -2.93473 0.14 0.05 -0.17
C 2.45456 -1.64298 -3.27746 0.13 0.09 -0.01
H -0.88528 -6.42570 1.32102 0.01 0.01 0.01
H -0.45135 -6.11722 -0.36059 0.01 0.01 -0.03
H -1.71802 -5.15907 0.39985 -0.02 0.02 0.00
H 2.00499 -6.15097 2.05198 0.02 0.00 0.00
H 2.87896 -4.61713 1.90586 0.01 0.03 -0.01
H 2.60387 -5.61153 0.47765 -0.01 0.01 -0.04
H 0.00209 -4.48117 3.59136 -0.01 -0.03 0.00
H -1.05436 -3.32636 2.77499 -0.01 0.02 -0.01
H 0.62090 -2.88780 3.15517 0.01 0.01 0.00
H 1.65096 -5.82524 -1.78158 -0.02 0.00 0.03
H 2.98410 -4.70254 -2.05459 0.01 0.01 0.01
H 2.05319 -5.32674 -3.42909 0.00 -0.01 0.00
H -0.99641 -5.17899 -2.84249 -0.01 -0.02 0.04
H -0.99921 -3.84471 -3.99443 0.02 -0.03 0.00
H -1.70727 -3.63004 -2.38455 -0.02 0.03 0.02
H 3.34071 -2.20813 -3.58719 -0.01 0.00 0.00
H 2.59390 -1.33119 -2.23672 0.01 0.02 0.00
H 2.38469 -0.75164 -3.91049 0.00 -0.02 0.01
C -0.36177 4.53529 4.03485 0.02 0.01 0.03
C -1.22431 3.46578 4.23187 0.01 -0.02 0.02
C -1.76238 2.80000 3.14467 -0.04 -0.02 -0.09
C -1.43318 3.20398 1.85175 0.06 -0.03 0.16
C -0.55866 4.28054 1.65508 0.07 -0.17 0.02
C -0.02903 4.94131 2.75032 0.04 0.03 0.03
N -1.90657 2.48198 0.71189 0.01 0.05 0.29
C -2.89012 3.07084 -0.08922 -0.01 0.34 -0.28
C -3.39135 2.34674 -1.17683 0.03 0.02 0.09
C -4.38040 2.89079 -1.97291 -0.03 0.02 -0.02
C -4.90173 4.14779 -1.69274 -0.01 0.01 -0.01
C -4.43109 4.85562 -0.59553 -0.07 0.00 -0.05
C -3.43330 4.32947 0.20494 0.11 -0.15 -0.06
H 0.06090 5.04780 4.88886 0.00 0.01 0.00
H -1.46923 3.14283 5.23461 0.00 -0.01 0.00
H -2.44067 1.96762 3.27698 -0.01 0.00 0.00
H -0.30172 4.56768 0.64304 -0.02 0.02 -0.01
H 0.65218 5.76796 2.60069 0.01 0.00 0.00
H -3.03272 1.34810 -1.38601 0.00 0.03 0.03
H -4.75259 2.31455 -2.80954 -0.02 0.00 -0.01
H -5.67941 4.56628 -2.31716 -0.01 0.01 0.00
H -4.84452 5.82710 -0.35805 0.00 0.01 0.00
H -3.08073 4.89207 1.05727 0.03 0.00 0.03
O 0.13422 2.72601 -1.22223 -0.07 -0.23 -0.43
C -0.20594 1.80849 -2.03580 0.09 0.17 0.32
N -0.63043 0.71021 -1.41570 -0.01 -0.29 -1.07
S -1.13695 -0.59207 -2.47985 0.28 0.12 0.32
O 1.28192 -2.40325 -3.43672 -0.20 -0.03 0.00
O -2.60319 -0.59578 -2.50013 -0.20 -0.03 0.03
C -0.62868 0.46552 -3.86010 0.05 0.03 -0.10
C -0.67459 0.07716 -5.18204 0.02 0.05 0.03
C -0.24259 0.99545 -6.13332 0.00 0.01 -0.03
C 0.22624 2.25376 -5.76476 0.00 -0.01 -0.07
C 0.27640 2.63452 -4.43187 -0.04 -0.04 0.08
C -0.16138 1.71966 -3.48882 -0.03 -0.10 -0.07
H -1.02221 -0.90669 -5.46657 0.00 -0.02 0.00
H -0.26298 0.72382 -7.18046 0.00 0.00 0.00
H 0.56056 2.93976 -6.53128 0.00 0.01 0.00
H 0.64626 3.60520 -4.13065 0.00 0.01 0.00
```
Forces are in eV/Å.

The value obtained for the total energy is -5128.743246 Eh. The value obtained for the orbital gap (alpha / beta) is 4.02 / 3.81 eV. The largest force on an atom comes out at 0.0216 hartree/bohr. Its HOMO energy (alpha / beta) is -5.670 / -5.670 eV.

Results of the Löwdin charge analysis, in e, for atoms 1 through 2:
1. Os 1.53
2. N -0.06

***

[3]
Computed, not measured: C37H42BN9O4STa as an isolated structure in a non-equilibrium geometry, with ωB97M-V/def2-TZVPD.

Geometry as XYZ:
```
95
Properties=species:S:1:pos:R:3:forces:R:3
Ta -0.18243 0.10471 0.40740 -0.88 -0.53 -0.14
O 1.28697 3.78139 -3.75534 -0.02 0.00 0.09
C -0.00996 4.01013 -3.47382 0.07 0.08 -0.04
C -0.66691 4.98497 -4.22684 0.01 -0.07 0.06
C -1.99369 5.26909 -3.98274 -0.09 0.05 -0.01
C -2.70380 4.59627 -2.98834 0.08 0.00 -0.04
C -2.05989 3.62804 -2.24661 0.01 -0.04 -0.05
C -0.71528 3.32100 -2.47649 0.17 -0.05 0.04
C -0.08623 2.25419 -1.66950 -0.20 0.29 -0.10
O -0.84281 1.63128 -0.83669 -0.16 0.12 -0.12
N 1.16662 1.95350 -1.81895 0.00 -0.40 0.47
N 1.48957 0.94593 -0.87454 0.41 0.33 -0.50
C 2.76838 0.77578 -0.80734 0.12 -0.17 0.30
C 3.45611 -0.04597 0.16661 -0.09 0.28 -0.38
C 4.84319 -0.19554 0.10304 0.09 -0.09 0.14
C 5.50505 -0.94333 1.05808 -0.07 0.06 -0.06
C 4.77453 -1.54219 2.08512 -0.02 -0.02 0.06
C 3.39904 -1.40885 2.16365 0.29 0.06 -0.11
C 2.74196 -0.65258 1.19696 -0.69 -0.09 0.09
O 1.41608 -0.52552 1.24286 1.14 -0.38 0.43
H 1.62870 3.11869 -3.11623 -0.04 -0.07 -0.05
H -0.10996 5.50218 -4.99582 0.02 0.00 -0.01
H -2.48755 6.02715 -4.57765 -0.01 0.01 0.00
H -3.74536 4.82236 -2.80873 -0.02 0.01 0.01
H -2.58275 3.06523 -1.48384 -0.01 0.00 0.02
H 3.38338 1.34421 -1.50040 -0.04 0.01 -0.01
H 5.39162 0.28178 -0.70009 0.00 0.01 -0.02
H 6.57835 -1.06093 1.00834 0.01 -0.01 0.02
H 5.29008 -2.13225 2.83216 0.01 -0.01 0.00
H 2.82249 -1.88745 2.94078 -0.04 0.00 0.02
C -0.79830 0.36344 5.83479 -0.04 0.03 -0.01
C -0.39028 0.35796 4.35760 -0.19 0.08 -0.01
C 1.11683 0.16215 4.27052 0.03 -0.07 0.06
C -1.21924 -0.65274 3.59589 0.15 -0.06 0.08
C -2.39060 -1.22484 4.10218 0.06 -0.08 0.02
C -2.86461 -2.02677 3.09198 -0.03 -0.13 -0.01
N -2.02688 -1.94419 2.05979 0.24 0.02 0.01
N -1.00058 -1.10113 2.34170 -0.14 0.26 0.00
B -2.17061 -2.70897 0.74184 -0.23 -0.07 -0.11
N -2.53121 -1.75717 -0.43690 0.29 -0.05 -0.01
C -3.56297 -1.93876 -1.25779 -0.01 -0.11 0.01
C -3.30290 -1.30410 -2.45160 0.00 0.02 0.03
C -2.03829 -0.73633 -2.29133 0.14 -0.04 -0.02
N -1.57279 -0.99649 -1.05181 -0.48 0.17 -0.06
C -1.24331 -0.06814 -3.37943 -0.07 -0.04 -0.01
C -1.97474 -0.13224 -4.71780 -0.04 -0.03 -0.06
C 0.14041 -0.69791 -3.50760 0.11 -0.13 -0.02
N -0.89848 -3.44775 0.35760 0.09 0.18 0.07
C -0.71749 -4.77174 0.23606 -0.01 -0.08 0.05
C 0.56658 -4.99051 -0.20012 -0.03 0.06 -0.04
C 1.11406 -3.70111 -0.33913 0.03 0.11 0.03
N 0.22298 -2.77447 0.01336 0.11 -0.11 -0.15
C 2.47462 -3.36153 -0.86986 -0.02 -0.02 -0.10
C 2.56548 -3.67834 -2.36541 0.00 -0.06 -0.02
C 3.57697 -4.10026 -0.11528 -0.01 -0.08 0.05
H -0.17004 1.06352 6.38570 0.01 0.01 0.00
H -0.66735 -0.62728 6.27474 0.03 0.00 0.02
H -1.83485 0.66370 5.98597 -0.02 0.01 -0.04
H -0.64521 1.34136 3.94579 0.11 -0.03 0.01
H 1.37752 -0.85561 4.56990 0.03 -0.01 0.01
H 1.61129 0.84881 4.96043 0.01 0.01 -0.01
H 1.50489 0.34189 3.27759 -0.04 0.00 -0.06
H -2.81991 -1.09002 5.07705 -0.02 0.00 0.00
H -3.72266 -2.67472 3.03661 -0.02 0.00 0.03
H -3.07226 -3.49863 0.86653 0.01 0.08 0.02
H -4.38993 -2.55452 -0.94724 -0.02 0.00 -0.02
H -3.92099 -1.27867 -3.32956 -0.03 0.00 0.00
H -1.13854 0.98427 -3.14442 0.02 0.06 0.05
H -2.21113 -1.16250 -4.99153 0.03 -0.02 0.00
H -1.34272 0.28206 -5.50384 0.01 0.04 0.02
H -2.90424 0.43823 -4.70273 -0.01 0.01 0.03
H 0.05037 -1.71170 -3.90610 -0.02 -0.01 -0.01
H 0.65296 -0.77284 -2.54955 -0.01 0.02 0.01
H 0.76504 -0.11610 -4.18731 -0.01 0.01 0.00
H -1.51752 -5.45398 0.46988 0.00 -0.02 0.01
H 1.03926 -5.93417 -0.40824 0.00 -0.03 -0.01
H 2.61099 -2.28975 -0.74379 0.03 0.09 0.03
H 2.35607 -4.73530 -2.54552 0.01 0.00 0.01
H 3.56572 -3.46665 -2.74965 0.01 0.03 0.03
H 1.84862 -3.09647 -2.94121 -0.07 0.05 -0.02
H 3.49193 -5.17789 -0.27576 0.00 0.00 -0.01
H 3.52407 -3.91766 0.95715 -0.01 0.01 -0.01
H 4.55943 -3.78659 -0.47105 0.02 0.01 0.01
O 0.10335 1.75783 1.63774 -0.13 0.35 0.05
N -0.80136 2.74685 1.73154 0.40 0.03 0.07
C -0.28821 3.96135 2.04363 -0.12 -0.08 -0.05
C -1.10563 5.03326 2.23094 -0.03 -0.04 0.00
C -2.49002 4.84012 2.09028 0.05 0.11 0.01
C -2.97925 3.60734 1.76908 -0.01 -0.17 -0.02
C -2.12387 2.49661 1.57370 -0.11 0.08 0.00
S -2.64733 0.93659 1.16534 -0.08 0.22 -0.10
H 0.78776 3.96832 2.11872 0.01 0.04 0.01
H -0.67661 5.99235 2.47548 -0.03 0.02 0.00
H -3.17143 5.66904 2.22557 0.01 0.02 0.00
H -4.03835 3.43622 1.64387 -0.01 -0.01 0.00
```
Forces are in eV/Å.

The value obtained for the total energy is -2709.174671 Eh. The spin multiplicity is 2. As for the relative energy (zero: lowest compared OMol25 entry of this formula, charge and spin): 0.000 eV. The value obtained for the orbital gap (alpha / beta) is 6.43 / 7.67 eV. The largest force on an atom comes out at 0.0248 hartree/bohr. Its HOMO energy (alpha / beta) is -6.527 / -8.002 eV. As for the expectation value of S²: 0.76.

Results of the Löwdin charge analysis, in e, for atoms 1 through 2:
1. Ta 1.73
2. O 0.06